# 1
Formula: C54H28F4IN9O5Ti
Source: the Open Molecules 2025 dataset
Level of theory: ωB97M-V with the def2-TZVPD basis set

## Properties
Gap between HOMO and LUMO (eV): 5.152
Charge: -2
E (a.u.): -4490.4983
Relative energy (zero: lowest compared OMol25 entry of this formula, charge and spin) (kcal/mol): 3.5
HOMO (eV): -2.37

```
102
C54H28F4IN9O5Ti ωB97M-V with the def2-TZVPD basis set
Ti -0.66742 0.57460 -0.74705
O -3.82993 1.89940 -3.20251
C -3.47169 3.18720 -3.32628
C -4.04141 3.91428 -4.37426
C -3.70951 5.23904 -4.56903
C -2.80812 5.87494 -3.71770
C -2.23574 5.15715 -2.68544
C -2.54462 3.81324 -2.47634
C -1.82434 3.03590 -1.44418
O -2.26536 1.84075 -1.14271
N -0.75587 3.53270 -0.89331
N -0.28505 2.56037 -0.00404
C 0.09263 2.97049 1.14887
C 0.24889 2.10076 2.29000
C 0.67622 2.63235 3.51519
C 0.66914 1.87086 4.66035
C 0.19476 0.55308 4.60309
C -0.23873 0.01233 3.41594
C -0.19797 0.76723 2.23403
O -0.59664 0.22188 1.10655
H -3.35529 1.54037 -2.41736
H -4.73215 3.40166 -5.03095
H -4.15105 5.78261 -5.39560
H -2.55266 6.91589 -3.86737
H -1.51500 5.61601 -2.02148
H 0.16162 4.04636 1.30440
H 1.02634 3.65783 3.53541
H 1.01071 2.28882 5.59825
H 0.15679 -0.05348 5.49986
H -0.60903 -1.00194 3.36494
C 3.43966 1.27157 -2.05095
C 4.13848 0.10786 -1.75721
C 3.51510 -0.88132 -1.01942
C 2.19516 -0.73384 -0.58407
C 1.44867 0.39186 -0.94297
C 2.11768 1.39649 -1.65491
C 1.66503 -1.84465 0.26536
C 0.97313 -2.93021 -0.33061
C 0.58689 -3.97446 0.45351
C 0.88119 -3.94993 1.83779
C 0.55314 -5.01153 2.71532
C 0.83629 -4.92566 4.04819
C 1.45435 -3.76264 4.56041
C 1.80683 -2.73452 3.73287
C 1.53813 -2.80788 2.34476
N 1.93302 -1.77508 1.54580
H 3.91691 2.06925 -2.60952
H 5.16459 -0.01759 -2.08345
H 4.05634 -1.78359 -0.75469
H 1.58151 2.30073 -1.92616
H 0.74810 -2.89462 -1.38836
H 0.04965 -4.82101 0.04016
H 0.06417 -5.89166 2.31293
H 0.56404 -5.73142 4.71717
H 1.64453 -3.69140 5.62417
H 2.28674 -1.83944 4.10799
F -2.98103 -1.64373 1.97298
C -2.79087 -2.95634 2.20843
C -2.73051 -3.37072 3.52336
F -2.81808 -2.42150 4.47527
C -2.59403 -4.71432 3.90235
C -2.50023 -5.58519 2.80966
C -2.49420 -5.16156 1.49776
F -2.29857 -6.08901 0.53853
C -2.65912 -3.83301 1.13113
C -2.67953 -3.37580 -0.26947
C -2.04891 -2.22641 -0.62071
N -1.50677 -1.22406 -0.90448
C -3.33697 -4.10651 -1.29267
N -3.87183 -4.70349 -2.12301
F -2.35165 -6.90860 3.02489
C -2.52985 -5.15360 5.27657
C -2.95561 -4.35581 6.36209
N -3.30073 -3.75390 7.28928
C -1.96498 -6.39122 5.64821
N -1.49555 -7.38911 6.00553
N 7.92160 0.88130 0.06681
C 6.89958 1.32259 0.35385
C 5.62915 1.88807 0.72256
C 5.34601 3.21691 0.41509
C 4.10715 3.71169 0.78030
N 3.19054 2.98587 1.41174
C 3.45781 1.71351 1.68109
C 4.66898 1.11558 1.36137
H 6.06993 3.83280 -0.09982
H 3.83726 4.73727 0.55315
H 2.67558 1.13311 2.15923
H 4.84309 0.07295 1.58408
I -1.55861 4.93112 -8.18831
C -1.20821 3.40091 -6.79620
C -1.64105 2.11467 -7.07897
C -1.43548 1.11785 -6.13683
C -0.82691 1.40851 -4.92350
C -0.39395 2.70301 -4.66626
C -0.57455 3.70927 -5.60466
C -0.68974 0.31314 -3.88963
O -0.81206 -0.85337 -4.19917
O -0.52245 0.77308 -2.68759
H -2.13755 1.89448 -8.01409
H -1.76099 0.10228 -6.31935
H 0.06796 2.92995 -3.71336
H -0.25289 4.71933 -5.39254
```

=====

# 2
Formula: C54H36F4O18
Source: the Open Molecules 2025 dataset
Level of theory: ωB97M-V with the def2-TZVPD basis set

## Properties
Gap between HOMO and LUMO (eV): 8.233
E (a.u.): -3833.1450
HOMO (eV): -9.79

```
112
C54H36F4O18 ωB97M-V with the def2-TZVPD basis set
C -1.51438 -1.05701 -6.31020
C -2.67392 -0.73544 -7.18664
O -2.40325 0.60656 -7.56555
C -1.50344 1.10982 -6.69675
O -0.98378 2.20238 -6.88820
O -1.16963 0.20339 -5.85844
F -3.79678 -0.84209 -6.49704
H -0.61061 -1.42558 -6.79544
H -1.66836 -1.68130 -5.43006
H -2.72007 -1.27399 -8.13318
C 0.82855 -1.76339 -1.48030
C -0.23218 -1.57674 -0.29855
O -1.44198 -1.54537 -0.96042
C -1.29528 -1.35226 -2.31578
O -2.21577 -1.09240 -3.04519
O -0.03249 -1.70708 -2.64832
F 0.08347 -0.40260 0.26367
H 1.43757 -2.66604 -1.43107
H 1.60076 -0.99412 -1.47663
H -0.08482 -2.39609 0.40505
C -4.32655 1.66864 -4.24392
C -5.43671 0.72972 -4.63684
O -5.77032 0.97372 -6.01139
C -5.20804 2.20832 -6.29091
O -5.37372 2.79213 -7.33770
O -4.33058 2.50760 -5.39040
F -6.44161 1.05886 -3.89991
H -3.44305 1.03056 -4.22442
H -4.36374 2.36639 -3.40735
H -5.16911 -0.31903 -4.50789
C -0.13422 -0.76784 3.36095
C -1.17547 -0.02831 4.18640
O -0.39594 0.95664 4.72898
C 0.86557 0.70572 4.68697
O 1.79987 1.29933 5.13769
O 1.06310 -0.33830 3.86247
F -1.79507 -0.69314 5.25540
H -0.11747 -0.40807 2.33218
H -0.27464 -1.84783 3.31621
H -1.93797 0.23240 3.45242
C -3.33416 -1.39665 1.98461
C -3.91693 -1.20941 3.19770
C -4.95858 -0.31904 3.39399
C -5.50833 0.44041 2.27319
C -4.88028 0.28323 0.97290
C -3.88782 -0.64901 0.92958
C -5.36906 1.02068 -0.22349
O -4.83348 0.87931 -1.30198
C -6.42662 1.99669 0.04556
C -7.04466 2.64781 -1.04807
C -8.17362 3.47546 -0.88976
C -8.76545 3.72868 0.36816
C -8.07013 3.14260 1.42108
C -7.08400 2.17488 1.28639
C -6.62927 1.41170 2.51856
O -7.11023 1.43057 3.67140
H -2.60848 -2.18174 1.83156
H -3.62344 -1.95949 3.91717
H -5.28849 -0.24988 4.42004
H -3.57181 -0.85773 -0.08185
H -6.62338 2.56393 -2.03897
H -8.61367 3.85294 -1.80095
H -9.66782 4.32044 0.41235
H -8.48921 3.27978 2.40696
C 1.75439 1.51677 -3.36116
C 2.74942 0.98130 -4.15698
C 3.98803 0.64982 -3.71875
C 4.22152 0.86760 -2.31586
C 3.27231 1.44387 -1.45324
C 2.03360 1.73091 -2.02535
C 3.52061 1.57548 0.07994
O 2.48800 1.74417 0.80136
C 4.92841 1.59104 0.56406
C 5.31821 2.09729 1.82556
C 6.63466 2.00560 2.27373
C 7.62858 1.39967 1.50948
C 7.23809 1.04148 0.20941
C 5.94992 1.12506 -0.30614
C 5.63517 0.62306 -1.74490
O 6.47044 0.00251 -2.47760
H 0.78075 1.74839 -3.76708
H 2.45428 0.70202 -5.15762
H 4.76581 0.26471 -4.36152
H 1.26127 2.11616 -1.37613
H 4.52799 2.39674 2.49809
H 6.79574 2.50600 3.21716
H 8.64090 1.33961 1.88097
H 8.02719 0.57639 -0.36279
C 4.72611 -3.56504 -0.05381
C 3.48627 -4.06398 0.36458
C 3.02890 -3.90500 1.67105
C 3.75611 -3.23113 2.59597
C 5.01350 -2.63834 2.23835
C 5.46694 -2.78615 0.84720
C 5.87571 -1.96575 3.27307
O 7.03583 -1.77256 2.97085
C 5.19169 -1.56247 4.53741
C 5.83167 -0.64581 5.42020
C 5.16108 -0.32334 6.62079
C 3.89109 -0.82648 6.88826
C 3.32716 -1.74569 6.05752
C 3.88999 -2.12572 4.84067
C 3.21693 -3.18015 3.93077
O 2.26683 -3.85672 4.28544
H 5.05453 -3.57163 -1.08264
H 2.93039 -4.65605 -0.34735
H 2.15470 -4.46600 1.96678
H 6.33491 -2.23549 0.51583
H 6.73736 -0.14160 5.11707
H 5.59054 0.46265 7.22427
H 3.38819 -0.58905 7.81407
H 2.39877 -2.21823 6.34250
```

=====

# 3
Formula: C54H40AsCl6N2PTl
Source: the Open Molecules 2025 dataset
Level of theory: ωB97M-V with the def2-TZVPD basis set

## Properties
Gap between HOMO and LUMO (eV): 5.752
Charge: -1
E (a.u.): -7702.0206
Relative energy (zero: lowest compared OMol25 entry of this formula, charge and spin) (kcal/mol): 0.0
HOMO (eV): -3.50

```
105
C54H40AsCl6N2PTl ωB97M-V with the def2-TZVPD basis set
Tl 0.96625 0.29938 -0.13903
Cl 0.92828 -3.77951 -0.32381
C 2.55937 -3.15863 -0.18396
C 2.73817 -1.78536 -0.12360
C 4.05850 -1.38223 -0.02133
Cl 4.39699 0.35102 0.06120
C 5.14816 -2.24885 0.03562
Cl 6.76979 -1.66337 0.20389
C 4.91127 -3.61948 -0.02351
Cl 6.22979 -4.73572 0.05084
C 3.60210 -4.08354 -0.14153
Cl 3.30119 -5.78813 -0.21814
Cl -2.28716 0.04262 -1.09345
C -2.42756 -0.49540 -2.73712
C -3.70803 -0.50750 -3.27602
C -3.90911 -0.96224 -4.56756
C -2.83286 -1.42749 -5.30712
C -1.56089 -1.41165 -4.75529
C -1.31732 -0.92675 -3.46782
P 0.43055 -0.79455 -2.86222
C 1.11476 -2.37697 -3.58664
C 2.47154 -2.33441 -3.92645
C 3.18786 -3.49613 -4.18080
C 2.55788 -4.73175 -4.08979
C 1.21265 -4.79099 -3.75234
C 0.50097 -3.62489 -3.50068
C 0.96124 0.58896 -3.88991
C 0.95891 0.74170 -5.33889
C 1.37870 1.88750 -5.91176
C 2.00853 2.91865 -5.11667
C 2.30693 2.72077 -3.81671
C 1.80683 1.57795 -3.04629
H -4.53795 -0.15711 -2.67549
H -4.90571 -0.95550 -4.99269
H -2.98350 -1.79605 -6.31545
H -0.72593 -1.79239 -5.32975
H 2.96755 -1.36841 -3.98005
H 4.24133 -3.44442 -4.43185
H 3.11600 -5.64371 -4.26361
H 0.72026 -5.75232 -3.66308
H -0.54628 -3.68779 -3.22142
H 0.64427 -0.09963 -5.94635
H 1.31607 2.01690 -6.98604
H 2.34758 3.81858 -5.61726
H 2.93254 3.43631 -3.29117
H 2.49940 1.17168 -2.30084
C 0.32649 1.50204 -2.82891
C -0.63115 2.59731 -2.97374
C -1.02469 3.28669 -1.80987
C -2.03523 4.23133 -1.81898
C -2.69397 4.54169 -3.00843
C -2.32137 3.88035 -4.16800
C -1.31040 2.92250 -4.15532
H -0.53060 3.03805 -0.87642
H -2.33345 4.70828 -0.89101
H -3.48463 5.28219 -3.02467
H -2.82536 4.10972 -5.10108
H -1.04756 2.41684 -5.07346
C 1.67945 -3.58895 3.90798
C 0.54739 -2.94304 3.18304
C -0.77829 -3.28066 3.04302
C -1.32529 -2.31002 2.17809
N -0.40286 -1.42310 1.82429
N 0.71487 -1.82402 2.45947
C -2.73478 -2.22350 1.68994
H 1.30346 -4.33056 4.61069
H 2.26217 -2.84764 4.45897
H 2.34673 -4.09078 3.20092
H -1.28664 -4.12135 3.49131
H 1.59040 -1.37495 2.23456
H -3.38747 -2.83247 2.31603
H -2.80686 -2.57740 0.65922
H -3.08281 -1.18977 1.69806
C -3.78143 5.07976 4.53431
C -4.47640 4.03056 3.94824
C -3.78210 2.96714 3.38911
C -2.38829 2.92408 3.41954
C -1.70094 3.98131 4.01032
C -2.39390 5.05310 4.56196
As -1.53519 1.35567 2.56402
C 0.30670 1.82442 2.98389
C 1.11612 2.72811 2.30842
C 2.43164 2.91297 2.70675
C 2.94280 2.18209 3.77544
C 2.13411 1.29296 4.46592
C 0.80603 1.11611 4.08067
C -0.18275 0.25231 4.76009
C 0.05432 -0.53325 5.88340
C -0.97830 -1.27319 6.44277
C -2.25107 -1.23447 5.88494
C -2.48817 -0.46413 4.75405
C -1.46116 0.27943 4.19527
H -4.31903 5.91840 4.95956
H -5.55943 4.04558 3.92096
H -4.32652 2.15736 2.91476
H -0.61917 3.97388 4.04396
H -1.84483 5.87009 5.01493
H 0.72234 3.29575 1.47307
H 3.06281 3.61674 2.17871
H 3.97745 2.30900 4.06903
H 2.53605 0.74474 5.31052
H 1.04178 -0.57032 6.32990
H -0.78996 -1.88290 7.31819
H -3.05411 -1.81219 6.32640
H -3.47684 -0.44903 4.30713
```

=====

# 4
Formula: C54H41BrN2O3P2RuS2
Source: the Open Molecules 2025 dataset
Level of theory: ωB97M-V with the def2-TZVPD basis set

## Properties
Gap between HOMO and LUMO (spin up / spin down) (eV): 6.746 / 6.305
Charge: +2
E (a.u.): -6565.0549
2S+1: 5
HOMO (spin up / spin down) (eV): -12.53 / -12.85

```
106
C54H41BrN2O3P2RuS2 ωB97M-V with the def2-TZVPD basis set
Ru -0.15416 0.34332 0.64066
Br -7.31681 1.13563 1.32372
C -5.53046 1.52183 0.88981
C -4.91624 2.63195 1.29558
C -3.53700 2.92001 0.81389
C -2.61441 1.73398 0.40619
O -1.63824 1.35411 1.34044
C -3.45248 0.54252 0.00974
C -2.84286 -0.70371 -0.36587
N -1.60426 -0.97743 -0.15906
C -1.08555 -2.28436 -0.40432
C -1.82822 -3.42598 -0.50613
C -1.20341 -4.65542 -0.80665
C 0.14592 -4.71794 -1.00156
C 0.94113 -3.55735 -0.84249
C 2.34901 -3.55451 -0.99909
C 3.04588 -2.41188 -0.75680
C 2.35585 -1.26684 -0.32045
N 1.04858 -1.21435 -0.19828
C 0.31980 -2.34952 -0.49515
C -4.79223 0.49757 0.17351
H -5.42693 3.34628 1.92889
H -2.99473 3.59424 1.47605
H -3.49077 -1.47421 -0.78090
H -2.89911 -3.40214 -0.35392
H -1.80778 -5.54803 -0.88844
H 0.62679 -5.65307 -1.25779
H 2.85251 -4.46498 -1.30050
H 4.12176 -2.36571 -0.84793
H 2.90164 -0.38622 -0.01334
H -5.33505 -0.38692 -0.14193
O 0.76854 2.33054 2.44642
C 0.25838 2.15743 3.71384
C -0.09467 3.21994 4.52602
C -0.64754 2.95145 5.77055
C -0.86218 1.64362 6.18714
C -0.54542 0.59430 5.34016
C 0.01732 0.83970 4.08917
P 0.34488 -0.49645 2.91016
C -0.92955 -1.75593 3.23834
C -0.63333 -3.04111 3.68381
C -1.65547 -3.96064 3.88953
C -2.97437 -3.59920 3.66369
C -3.27793 -2.30815 3.24136
C -2.26347 -1.39065 3.02610
C 1.93650 -1.21202 3.35333
C 2.75050 -0.60054 4.30363
C 3.99949 -1.13270 4.59337
C 4.44352 -2.26725 3.93271
C 3.63544 -2.88326 2.98334
C 2.38790 -2.35795 2.69270
C 1.62311 3.33012 2.04365
C 2.40211 4.09033 2.89130
C 3.27775 5.01633 2.33315
C 3.37750 5.16690 0.95874
C 2.59938 4.37780 0.12249
C 1.70564 3.45916 0.65912
P 0.64140 2.42682 -0.38633
C -0.90100 3.35953 -0.54265
C -0.91341 4.69008 -0.43062
C -2.11815 5.49986 -0.66961
C -3.29985 4.91351 -0.82644
C -3.42959 3.43238 -0.66067
C -2.15154 2.57055 -0.83147
C 1.42202 2.44783 -2.01608
C 2.61466 1.74636 -2.19938
C 3.28577 1.81260 -3.40854
C 2.76508 2.57509 -4.44741
C 1.57860 3.27086 -4.27326
C 0.90712 3.21424 -3.05863
H 0.05088 4.23801 4.19276
H -0.92178 3.77568 6.41577
H -1.29078 1.44559 7.15957
H -0.74662 -0.42622 5.64368
H 0.38881 -3.33176 3.88573
H -1.41747 -4.95518 4.24261
H -3.76782 -4.31482 3.83469
H -4.31016 -2.01398 3.09613
H -2.50367 -0.37958 2.71697
H 2.41270 0.28707 4.82261
H 4.62414 -0.65766 5.33777
H 5.41661 -2.68054 4.16306
H 3.97591 -3.77767 2.47774
H 1.75395 -2.85694 1.96747
H 2.35822 3.95070 3.96192
H 3.89741 5.61449 2.98797
H 4.06431 5.88733 0.53665
H 2.69143 4.47509 -0.95248
H 0.00493 5.21983 -0.20274
H -2.00953 6.57393 -0.73494
H -4.19058 5.49490 -1.02938
H -4.25750 3.03725 -1.24745
H -2.05768 1.99474 -1.75914
H 3.04089 1.17853 -1.38304
H 4.21602 1.27619 -3.54171
H 3.28877 2.63011 -5.39241
H 1.17413 3.86581 -5.08104
H -0.01583 3.76422 -2.93072
C 7.18616 -0.21448 -0.18061
O 5.93031 -0.19100 0.54722
C 5.39886 0.98275 0.78154
S 5.92081 2.46787 0.27920
S 3.97523 1.16721 1.65086
H 7.41033 -1.26497 -0.32608
H 7.95912 0.26319 0.41681
H 7.07558 0.29634 -1.13454
```